(1)
A cluster of 9 separate species, C27H48O27 in total in a non-equilibrium geometry, computed with the ωB97M-V functional and the def2-TZVPD basis.

The calculation puts the HOMO-LUMO gap at 10.901 eV. The value obtained for the HOMO energy is -10.44 eV. As for the structure (SMILES): COC(=O)OC.COC(=O)OC.COC(=O)OC.COC(=O)OC.COC(=O)OC.COC(=O)OC.O=C1OCCO1.O=C1OCCO1.O=C1OCCO1.

The geometry in XYZ format:
```
102
Properties=species:S:1:pos:R:3:lowdin_charge:R:1
C 1.172 -3.177 -3.937 -0.0881
C 0.251 -2.063 -3.439 -0.0774
O -0.281 -2.601 -2.218 0.0502
C 0.191 -3.849 -2.019 -0.5827
O -0.132 -4.511 -1.083 0.1506
O 1.164 -4.147 -2.883 0.0797
H 2.196 -2.855 -4.128 0.1245
H 0.915 -3.695 -4.864 0.1304
H -0.566 -1.694 -4.052 0.1393
H 0.892 -1.216 -3.187 0.1208
C 0.344 -0.152 0.248 -0.0655
C -1.025 0.072 -0.388 -0.1152
O -0.806 0.718 -1.626 0.0868
C 0.478 1.078 -1.701 -0.5918
O 0.985 1.776 -2.519 0.1476
O 1.194 0.379 -0.787 0.0332
H 0.664 -1.167 0.474 0.1137
H 0.579 0.484 1.105 0.1249
H -1.643 0.699 0.257 0.1049
H -1.594 -0.850 -0.500 0.1136
C 0.321 5.232 -0.652 -0.0823
C -0.786 5.348 -1.701 -0.1042
O -1.767 4.405 -1.305 0.0970
C -1.424 3.844 -0.153 -0.5737
O -2.080 3.033 0.431 0.1457
O -0.241 4.303 0.294 0.0568
H 0.428 6.151 -0.079 0.1098
H 1.275 4.960 -1.097 0.1344
H -0.318 5.265 -2.683 0.1327
H -1.298 6.313 -1.716 0.1312
C -5.029 -0.636 0.392 -0.0256
O -6.095 -0.553 -0.572 0.0007
C -6.850 -1.630 -0.853 -0.6154
O -7.753 -1.563 -1.635 0.1381
O -6.472 -2.676 -0.126 -0.0279
C -7.209 -3.889 -0.298 -0.0157
H -4.872 0.421 0.595 0.1017
H -4.206 -1.103 -0.143 0.0674
H -5.238 -1.176 1.312 0.1001
H -6.669 -4.623 0.294 0.0741
H -7.340 -4.165 -1.339 0.1002
H -8.186 -3.785 0.178 0.1010
C -2.942 -3.515 0.796 -0.0430
O -4.116 -4.233 1.068 0.0283
C -4.107 -5.018 2.131 -0.5996
O -3.212 -5.175 2.922 0.1341
O -5.305 -5.598 2.212 -0.0042
C -5.527 -6.502 3.271 -0.0523
H -2.143 -4.054 0.291 0.0908
H -2.537 -3.005 1.678 0.0677
H -3.088 -2.555 0.301 0.0604
H -6.589 -6.703 3.378 0.0933
H -5.202 -6.162 4.255 0.0961
H -5.012 -7.444 3.082 0.0992
C 0.164 7.253 2.435 -0.0414
O 1.380 6.524 2.274 -0.0077
C 1.381 5.305 2.800 -0.6304
O 0.614 4.933 3.647 0.1311
O 2.321 4.577 2.211 0.0081
C 2.419 3.210 2.538 -0.0344
H -0.659 6.793 1.890 0.0932
H 0.411 8.217 1.985 0.0993
H -0.101 7.461 3.469 0.0982
H 2.544 3.001 3.600 0.1036
H 3.214 2.778 1.937 0.0964
H 1.488 2.712 2.239 0.0846
C 7.959 3.402 -4.363 -0.0357
O 6.968 2.468 -3.929 -0.0105
C 6.184 2.805 -2.905 -0.6340
O 6.358 3.742 -2.176 0.1256
O 5.216 1.911 -2.852 -0.0011
C 4.230 2.046 -1.812 -0.0126
H 7.684 4.438 -4.197 0.0954
H 8.216 3.089 -5.371 0.0914
H 8.866 3.180 -3.791 0.0946
H 3.298 1.647 -2.200 0.0673
H 4.076 3.075 -1.499 0.0946
H 4.570 1.371 -1.027 0.0926
C 5.613 -1.787 -3.152 -0.0171
O 5.070 -2.746 -2.254 0.0142
C 4.269 -2.387 -1.276 -0.6249
O 3.877 -1.260 -1.088 0.1166
O 3.835 -3.477 -0.681 0.0190
C 3.096 -3.391 0.516 -0.0327
H 5.233 -0.794 -2.905 0.0778
H 5.161 -2.084 -4.105 0.0961
H 6.689 -1.735 -3.298 0.0969
H 2.157 -2.848 0.334 0.0733
H 3.661 -2.785 1.226 0.1045
H 2.711 -4.321 0.923 0.1019
C -0.408 -2.496 3.584 -0.0327
O -0.476 -1.157 4.027 -0.0017
C -1.465 -0.329 3.696 -0.5853
O -2.349 -0.544 2.900 0.1226
O -1.087 0.823 4.258 0.0007
C -1.565 2.051 3.751 -0.0297
H -1.009 -3.097 4.273 0.1038
H 0.601 -2.891 3.553 0.0938
H -0.902 -2.665 2.627 0.0633
H -2.385 2.526 4.297 0.1009
H -1.755 1.936 2.685 0.0753
H -0.763 2.776 3.918 0.0789
```



(2)
A cluster of 2 separate species, C8H12O2 in total in a non-equilibrium geometry, computed with the ωB97M-V functional and the def2-TZVPD basis.

The calculation puts the HOMO-LUMO gap at 9.084 eV. The value obtained for the HOMO energy is -8.17 eV. As for the structure (SMILES): Cc1ccc(O)cc1.CO.

The geometry in XYZ format:
```
22
Properties=species:S:1:pos:R:3:nbo_charge:R:1
C 2.538 -1.891 -0.256 -0.2533
O 2.239 -0.856 0.692 -0.7275
H 3.052 -0.465 1.022 0.4607
H 2.801 -2.837 0.230 0.1636
H 3.312 -1.488 -0.899 0.1702
H 1.545 -2.083 -0.701 0.1888
C -0.158 0.707 -2.345 -0.6269
C -1.391 0.513 1.800 0.3036
C -1.996 -0.301 0.855 -0.2994
C -0.531 1.516 1.328 -0.2635
C -1.512 -0.289 -0.477 -0.1899
C -0.049 1.510 0.066 -0.1663
C -0.514 0.565 -0.905 -0.0488
O -1.811 0.483 3.102 -0.6694
H -2.614 -0.027 3.161 0.4780
H -2.760 -1.044 1.058 0.2072
H -0.246 2.327 1.980 0.2196
H -2.180 -0.789 -1.154 0.2019
H 0.561 2.337 -0.283 0.2067
H -0.947 0.220 -2.929 0.2116
H 0.753 0.162 -2.615 0.2161
H -0.091 1.729 -2.731 0.2170
```



(3)
A structure of composition C22H50P2ReSi2 in a non-equilibrium geometry, computed with the ωB97M-V functional and the def2-TZVPD basis.

The calculation puts the HOMO-LUMO gap (alpha / beta) at 5.160 / 4.315 eV. The value obtained for the HOMO energy (alpha / beta) is -12.78 / -12.73 eV. The net charge is +2. The spin multiplicity is 4.

The geometry in XYZ format:
```
77
Properties=species:S:1:pos:R:3:lowdin_charge:R:1
P 0.301 1.339 -4.791 0.8664
P -2.813 0.328 -2.993 0.6908
C -1.173 0.523 -5.475 -0.3773
C -2.442 1.009 -4.757 -0.3409
H -1.015 -0.566 -5.377 0.0676
H -1.202 0.788 -6.540 0.1033
H -2.474 2.111 -4.687 0.0788
H -3.311 0.693 -5.345 0.0926
C -3.131 -1.407 -3.555 -0.2152
H -3.337 -2.054 -2.684 0.0265
H -2.255 -1.803 -4.082 0.0288
H -3.993 -1.442 -4.220 0.0673
C -4.459 1.178 -2.961 -0.2507
H -5.158 0.752 -3.698 0.0708
H -4.308 2.251 -3.169 0.0660
H -4.897 1.086 -1.974 0.0034
C 1.738 0.645 -5.725 -0.2182
H 2.566 0.380 -5.060 0.0295
H 2.106 1.399 -6.433 0.0477
H 1.433 -0.255 -6.280 0.0527
C 0.352 2.991 -5.535 -0.2573
H -0.655 3.421 -5.552 0.0419
H 0.748 2.876 -6.556 0.0436
H 1.043 3.604 -4.932 0.0544
Re -2.136 0.918 -1.022 0.9475
C 0.499 -1.271 -3.357 -0.1651
C 1.402 -1.897 -4.113 -0.1164
C 2.569 -2.659 -3.611 -0.1519
C 2.586 -2.618 -2.055 -0.1217
C 3.085 -1.302 -1.509 0.0465
C 3.013 -0.083 -2.048 0.0523
C 1.807 0.764 -2.226 -0.1473
C 0.485 0.002 -2.552 -0.3290
C -1.146 2.324 0.243 -0.2554
H -0.419 -1.856 -3.208 0.1137
H 1.096 -2.198 -5.112 0.1182
H 3.537 -2.386 -4.046 0.1273
H 2.437 -3.695 -3.956 0.1417
H 1.579 -2.856 -1.647 0.1454
H 3.249 -3.410 -1.709 0.1357
H 3.464 -1.377 -0.476 0.1567
H 3.942 0.469 -2.256 0.1705
H 1.983 1.448 -3.077 0.0818
H 1.629 1.417 -1.330 0.1484
H -0.106 -0.136 -1.592 0.0458
H -0.202 0.806 -3.040 -0.0209
H -1.327 2.614 1.295 0.0208
H -1.368 3.227 -0.356 0.0185
H -0.056 2.209 0.145 -0.0132
C -3.923 1.080 0.463 -0.2335
Si -3.470 -0.769 0.645 0.3839
C -3.823 -1.371 2.381 -0.1612
C -4.578 -1.871 -0.403 -0.1648
C -1.656 -0.733 0.078 -0.4933
Si -0.497 -0.960 1.682 0.4957
C -0.767 -2.660 2.496 -0.1712
C 1.333 -0.888 1.212 -0.1770
C -0.720 0.300 3.064 -0.1697
H -4.989 0.940 0.199 0.0730
H -3.627 1.882 -0.307 0.0303
H -3.803 1.599 1.441 0.0864
H -4.897 -1.240 2.578 0.0585
H -3.605 -2.443 2.469 0.0513
H -3.288 -0.840 3.170 0.0204
H -4.759 -1.523 -1.424 0.0080
H -4.094 -2.856 -0.433 0.0546
H -5.549 -1.973 0.102 0.0552
H -1.450 -1.673 -0.463 0.0226
H -1.094 -3.417 1.769 0.0384
H 0.173 -3.028 2.937 0.0466
H -1.502 -2.624 3.305 0.0290
H 1.592 0.084 0.771 0.0239
H 1.990 -1.037 2.091 0.0631
H 1.583 -1.677 0.485 0.0083
H -0.368 1.293 2.751 0.0216
H -1.755 0.378 3.410 0.0202
H -0.101 -0.019 3.920 0.0578
```



(4)
A cluster of 16 separate species, C4H40N2O15 in total in a non-equilibrium geometry, computed with the ωB97M-V functional and the def2-TZVPD basis.

The calculation puts the HOMO-LUMO gap at 7.818 eV. The value obtained for the HOMO energy is -8.13 eV.

The geometry in XYZ format:
```
61
Properties=species:S:1:pos:R:3:nbo_charge:R:1
C -2.922 0.206 1.563 -0.1914
C -1.884 -0.943 2.000 -0.4765
C -0.792 -1.058 0.926 0.2100
C 0.073 -0.061 0.738 -0.6169
N -0.758 -2.234 0.212 -0.8398
N -2.538 1.479 2.081 -0.9105
H -2.851 0.258 0.448 0.1760
H -3.972 -0.117 1.810 0.2124
H -2.444 -1.837 1.958 0.2194
H -1.368 -0.755 3.030 0.2270
H 0.907 -0.153 0.125 0.1893
H -0.048 0.890 1.354 0.2055
H -1.361 -3.040 0.581 0.3879
H 0.079 -2.597 -0.295 0.4125
H -2.539 1.750 3.099 0.3844
H -1.732 1.848 1.593 0.3831
H 2.556 -0.293 2.339 0.5147
H 3.687 0.826 2.002 0.5040
O 3.206 0.130 1.633 -0.9979
H 0.854 2.548 2.886 0.4650
H -0.535 2.285 3.178 0.4520
O 0.237 2.488 3.582 -0.9146
H -3.561 1.208 -0.984 0.4732
H -3.757 2.196 0.181 0.4828
O -4.185 1.910 -0.627 -0.9608
H 2.911 -2.404 0.393 0.4928
H 2.605 -3.927 0.291 0.4711
O 2.319 -3.110 0.514 -0.9813
H -3.091 -2.445 -1.020 0.4654
H -3.467 -1.109 -0.395 0.4802
O -3.734 -2.066 -0.474 -0.9498
H -0.982 1.596 -2.443 0.4778
H -2.230 2.582 -2.430 0.4891
O -1.404 2.459 -2.172 -0.9514
H 3.092 -0.738 -1.205 0.4893
H 3.453 -0.811 0.262 0.4817
O 3.818 -1.136 -0.570 -1.0041
H 2.027 2.267 1.152 0.4852
H 3.334 2.781 0.670 0.4650
O 2.869 2.550 1.573 -0.9460
H 2.474 -2.076 -3.096 0.4829
H 1.792 -0.651 -2.955 0.5109
O 1.923 -1.553 -2.554 -0.9930
H 0.552 1.120 -3.106 0.4649
H 1.977 1.319 -3.678 0.5120
O 1.209 0.716 -3.677 -0.9316
H -3.103 -0.376 -2.734 0.4827
H -1.639 -0.725 -2.427 0.5120
O -2.389 -0.232 -2.091 -0.9991
H 0.266 -2.096 -2.670 0.5042
H -0.687 -3.100 -1.920 0.4804
O -0.659 -2.215 -2.394 -0.9945
H 0.526 -1.471 2.785 0.4771
H 1.651 -2.413 2.816 0.4667
O 1.096 -2.005 3.365 -0.9407
H -0.613 2.458 -0.474 0.5064
H 0.020 3.691 0.104 0.4832
O -0.147 2.723 0.321 -0.9944
H 2.780 1.260 -1.148 0.4821
H 4.032 1.046 -1.987 0.4990
O 3.068 1.159 -2.039 -0.9672
```



Table of ΔE to the lowest compared entry with this formula, charge and spin (eV), in record order: 1.449, 0.883, 4.388, 6.231